*w*
{
  "formula": "C4H6N4O2",
  "method": "wB97M-V/def2-TZVPD",
  "species": ["C", "C", "C", "C", "N", "N", "N", "N", "O", "O", "H", "H", "H", "H", "H", "H"],
  "xyz": [[1.572, -0.185, 0.348], [1.378, -1.493, 0.298], [-1.206, -0.651, 0.179], [-1.336, 1.783, 0.018], [0.708, 0.797, 0.332], [-0.599, 0.506, 0.079], [1.098, -2.570, -0.404], [-2.587, -0.757, 0.057], [-3.135, -0.965, -1.040], [-3.146, -0.759, 1.154], [2.636, 0.255, 0.542], [-2.305, 1.664, 0.333], [-0.788, 2.433, 0.609], [-1.369, 2.075, -0.958], [0.748, -3.330, 0.027], [0.950, -2.494, -1.429]],
  "mulliken_charge": [0.035, -0.001, -0.290, -1.019, -0.944, 0.710, -0.251, 0.970, -0.595, -0.533, 0.294, 0.407, 0.366, 0.333, 0.260, 0.256]
}

=====

*x*
{
  "formula": "C4H6N4O2",
  "method": "wB97M-V/def2-TZVPD",
  "species": ["C", "C", "C", "C", "N", "N", "N", "N", "O", "O", "H", "H", "H", "H", "H", "H"],
  "xyz": [[0.764, -0.493, -1.399], [2.102, -0.692, -0.998], [-2.342, 0.467, -0.086], [2.032, 0.194, 1.193], [-0.081, -0.011, -0.558], [2.439, -0.425, 0.237], [-1.363, 0.189, -0.969], [1.753, 0.219, 2.458], [-2.221, 0.698, 1.091], [-3.549, 0.472, -0.720], [0.486, -0.751, -2.427], [2.859, -1.061, -1.666], [-1.626, -0.048, -1.927], [-4.229, 0.708, -0.073], [1.360, -0.584, 2.940], [1.615, 1.115, 2.904]],
  "mulliken_charge": [0.193, -0.568, 0.505, 0.139, -0.302, -0.216, -0.171, -0.324, -0.570, -0.485, 0.309, 0.402, 0.278, 0.330, 0.225, 0.253]
}

=====

So which one is most stable? That would be *x*, about 0.2393 hartree below the next structure.